(1)
ORCA calculation (ωB97M-V/def2-TZVPD) on a 2-piece molecular cluster, C6H11NO4P overall at a distorted geometry.

Last column: Löwdin charge in e.
Cartesian coordinates (Å):
C: -2.452 -1.471 -0.297  -0.17
C: -1.836 2.144 0.571  -0.11
C: -1.355 -1.224 0.389  -0.20
C: -0.804 1.683 1.359  -0.09
C: 0.112 -1.462 0.023  -0.46
C: 0.807 -0.283 -0.523  -0.16
N: 0.088 0.608 -1.238  0.18
O: 3.215 -1.132 -0.841  -0.14
O: 2.756 -0.062 1.373  -0.32
O: 3.045 1.357 -0.864  -0.35
O: 0.854 -2.102 1.047  -0.03
P: 2.647 0.134 -0.110  0.25
H: -3.354 -1.269 0.289  0.01
H: -2.584 -1.881 -1.332  0.03
H: -1.754 3.182 0.168  0.04
H: -2.765 1.558 0.563  0.04
H: -0.567 0.542 1.604  0.07
H: 0.031 2.295 1.649  0.03
H: -0.034 -2.216 -0.788  0.16
H: -0.864 0.521 -1.291  0.05
H: 0.557 1.486 -1.439  0.11
H: 3.052 -1.063 -1.790  0.08
H: 1.204 -1.345 1.478  0.01

Forces on atoms 1 to 2 (eV/Å):
C -0.2 -0.2 -0.7
C 1.7 -0.1 2.4

Properties
HOMO level (spin up / spin down) in eV: -2.726 / -2.693
Energy above the lowest of the compared OMol25 structures with the same formula, charge and spin in kcal/mol: 86.9
Orbital gap (spin up / spin down) in eV: 5.83 / 5.77
Total charge: -1
E in Eh: -932.2547

=====

(2)
ORCA calculation (ωB97M-V/def2-TZVPD) on C23H25MnN4O4SSi as an isolated structure.

Last column: Löwdin charge in e.
Cartesian coordinates (Å):
Mn: 0.186 -0.507 0.293  0.70
O: -0.197 0.378 2.243  -0.32
S: 0.310 1.700 1.826  0.68
O: 1.299 2.376 2.595  -0.23
N: 0.776 1.291 0.322  -0.19
C: 2.017 1.578 -0.272  -0.23
C: 2.802 2.691 -0.158  0.02
C: 4.043 2.746 -0.834  -0.04
C: 4.498 1.701 -1.584  -0.01
C: 3.730 0.514 -1.673  -0.13
C: 4.161 -0.669 -2.309  0.04
C: 3.401 -1.804 -2.221  -0.01
C: 2.193 -1.767 -1.516  -0.10
N: 1.727 -0.665 -0.960  0.03
C: 2.493 0.472 -1.015  -0.14
C: -1.091 2.733 1.608  -0.28
C: -0.905 4.108 1.568  -0.04
C: -2.003 4.921 1.335  -0.05
C: -3.259 4.358 1.154  -0.05
C: -3.431 2.981 1.211  -0.06
C: -2.343 2.155 1.440  -0.06
H: 2.483 3.530 0.445  0.12
H: 4.643 3.640 -0.736  0.12
H: 5.456 1.748 -2.084  0.12
H: 5.109 -0.677 -2.833  0.13
H: 3.723 -2.736 -2.663  0.12
H: 1.591 -2.658 -1.402  0.12
H: 0.077 4.531 1.734  0.12
H: -1.880 5.995 1.307  0.12
H: -4.113 4.999 0.980  0.11
H: -4.418 2.553 1.091  0.11
H: -2.453 1.080 1.515  0.10
C: -0.788 1.190 -2.463  -0.18
Si: -1.359 -0.428 -1.749  0.66
C: -0.931 -1.924 -2.754  -0.17
C: -3.158 -0.389 -1.325  -0.17
H: -1.356 1.365 -3.384  0.05
H: 0.273 1.183 -2.713  0.03
H: -0.985 2.018 -1.782  0.03
H: -1.634 -1.926 -3.595  0.05
H: -1.079 -2.860 -2.214  0.05
H: 0.076 -1.892 -3.166  0.03
H: -3.688 -0.074 -2.231  0.06
H: -3.386 0.334 -0.541  0.02
H: -3.532 -1.365 -1.027  0.04
C: -2.694 -3.532 2.294  0.02
N: -1.255 -3.437 2.058  -0.03
C: -0.335 -4.300 2.642  -0.02
C: 0.980 -4.182 2.436  0.04
C: 1.518 -3.112 1.589  -0.46
O: 2.692 -2.942 1.342  0.08
N: 0.529 -2.299 1.030  0.10
C: -0.763 -2.480 1.261  -0.49
O: -1.505 -1.622 0.651  -0.11
H: -2.873 -4.342 2.994  0.10
H: -3.218 -3.738 1.363  0.10
H: -3.064 -2.601 2.718  0.10
H: -0.767 -5.071 3.265  0.13
H: 1.676 -4.870 2.892  0.12

Forces on atoms 1 to 2 (eV/Å):
Mn 0.4 0.3 -0.3
O -0.1 0.0 0.0

Properties
HOMO level (spin up / spin down) in eV: -11.303 / -11.368
Orbital gap (spin up / spin down) in eV: 7.63 / 7.68
Total charge: +1
Spin multiplicity: 2
E in Eh: -3249.9493

=====

(3)
ORCA calculation (ωB97M-V/def2-TZVPD) on C48H59CdN11P as an isolated structure.

Last column: Löwdin charge in e.
Cartesian coordinates (Å):
Cd: -0.481 0.208 0.071  1.42
C: -0.037 4.387 -5.348  -0.04
C: -0.060 3.901 -3.925  -0.27
C: 1.093 3.816 -3.155  -0.05
C: 1.055 3.322 -1.866  -0.08
C: -0.128 2.901 -1.248  -0.28
N: -0.124 2.342 0.047  -0.09
C: 0.545 3.027 1.037  -0.24
C: 0.885 4.396 0.888  -0.03
C: 1.705 5.074 1.758  -0.04
C: 2.255 4.440 2.871  -0.29
C: 3.256 5.120 3.766  -0.05
C: 1.791 3.171 3.141  -0.01
C: 0.898 2.491 2.306  -0.12
N: 0.323 1.316 2.885  -0.07
C: 0.089 1.152 4.205  -0.04
C: -0.406 -0.123 4.392  -0.05
C: -0.470 -0.666 3.111  -0.19
N: -0.025 0.210 2.214  -0.04
C: -1.300 3.077 -2.007  -0.13
C: -1.249 3.530 -3.322  0.01
N: -2.592 2.938 -1.436  -0.09
C: -3.628 3.774 -1.681  -0.06
C: -4.691 3.331 -0.935  -0.05
C: -4.193 2.214 -0.257  -0.17
N: -2.921 1.982 -0.561  0.06
H: 0.949 4.761 -5.619  0.08
H: -0.295 3.577 -6.033  0.08
H: -0.763 5.187 -5.497  0.08
H: 2.040 4.133 -3.578  0.12
H: 1.965 3.265 -1.287  0.08
H: 0.482 4.924 0.037  0.11
H: 1.932 6.117 1.567  0.12
H: 3.704 5.975 3.262  0.08
H: 2.786 5.481 4.684  0.08
H: 4.052 4.431 4.050  0.08
H: 2.140 2.673 4.038  0.12
H: 0.256 1.941 4.916  0.13
H: -0.693 -0.576 5.324  0.10
H: -0.833 -1.627 2.783  0.11
H: -2.174 3.622 -3.880  0.12
H: -3.531 4.623 -2.334  0.13
H: -5.678 3.754 -0.875  0.10
H: -4.724 1.573 0.425  0.08
C: -3.420 0.488 2.297  -0.07
N: -3.659 -0.921 2.026  -0.14
C: -4.326 -1.616 3.113  -0.05
C: -3.421 -1.523 0.821  -0.38
N: -2.369 -1.236 0.104  0.06
C: -2.396 -1.512 -1.290  -0.27
C: -3.498 -1.127 -2.026  -0.05
C: -3.591 -1.333 -3.407  -0.06
C: -2.595 -1.992 -4.061  -0.03
C: -1.465 -2.456 -3.353  -0.16
C: -0.507 -3.235 -4.039  -0.04
C: 0.562 -3.752 -3.373  -0.07
C: 0.745 -3.457 -2.017  -0.08
C: -0.132 -2.662 -1.304  -0.25
N: 0.195 -2.260 0.011  0.09
C: 0.799 -3.083 0.828  -0.39
N: 0.714 -4.456 0.795  -0.16
C: 1.904 -5.271 0.963  -0.05
C: -0.431 -5.175 0.285  -0.04
N: 1.531 -2.603 1.882  -0.16
C: 1.608 -3.302 3.151  -0.06
C: 2.459 -1.498 1.749  -0.07
C: -1.315 -2.180 -1.957  -0.07
N: -4.330 -2.508 0.502  -0.16
C: -3.986 -3.682 -0.273  -0.03
C: -5.758 -2.261 0.579  -0.05
H: -4.366 1.040 2.289  0.08
H: -2.754 0.920 1.558  0.04
H: -2.986 0.600 3.288  0.08
H: -3.776 -1.419 4.037  0.09
H: -4.333 -2.688 2.936  0.10
H: -5.355 -1.273 3.260  0.09
H: -4.319 -0.642 -1.523  0.11
H: -4.469 -0.987 -3.937  0.11
H: -2.662 -2.189 -5.123  0.12
H: -0.648 -3.426 -5.095  0.12
H: 1.285 -4.375 -3.884  0.11
H: 1.632 -3.827 -1.523  0.11
H: 2.779 -4.648 1.124  0.09
H: 2.070 -5.863 0.057  0.10
H: 1.799 -5.965 1.801  0.10
H: -1.308 -4.538 0.322  0.06
H: -0.601 -6.049 0.918  0.10
H: -0.291 -5.517 -0.745  0.09
H: 0.837 -4.066 3.209  0.10
H: 1.446 -2.580 3.955  0.08
H: 2.585 -3.771 3.310  0.09
H: 2.228 -0.921 0.860  0.00
H: 3.486 -1.874 1.685  0.08
H: 2.400 -0.844 2.620  0.09
H: -2.917 -3.860 -0.221  0.06
H: -4.268 -3.591 -1.326  0.10
H: -4.509 -4.542 0.153  0.10
H: -5.965 -1.307 1.058  0.09
H: -6.260 -3.056 1.135  0.10
H: -6.181 -2.236 -0.431  0.10
C: 3.205 -1.376 -1.839  -0.29
P: 2.672 0.312 -1.327  0.91
C: 3.114 1.108 -2.936  -0.27
C: 4.162 0.809 -0.358  -0.38
C: 5.007 -0.118 0.250  -0.12
C: 6.137 0.295 0.942  -0.08
C: 6.445 1.643 1.035  -0.08
C: 5.608 2.577 0.444  -0.07
C: 4.474 2.163 -0.236  -0.10
H: 4.233 -1.350 -2.200  0.06
H: 2.548 -1.710 -2.639  0.03
H: 3.123 -2.076 -1.008  0.02
H: 4.120 0.810 -3.233  0.05
H: 3.068 2.188 -2.874  0.00
H: 2.400 0.783 -3.694  0.05
H: 4.802 -1.178 0.178  0.08
H: 6.780 -0.445 1.401  0.11
H: 7.332 1.964 1.566  0.11
H: 5.840 3.633 0.508  0.11
H: 3.829 2.909 -0.682  0.08

Forces on atoms 1 to 2 (eV/Å):
Cd -0.2 -0.4 -0.1
C 0.0 -0.1 0.1

Properties
HOMO level in eV: -8.871
Energy above the lowest of the compared OMol25 structures with the same formula, charge and spin in kcal/mol: 37.0
Orbital gap in eV: 7.13
Total charge: +1
E in Eh: -2975.7015